{"formula": "C22H36ClN9O14S", "method": "ωB97M-V/def2-TZVPD", "orbital_gap_ev": 7.7447, "smiles": "CC[C@@H](Cl)c1cccc2c1Sc1ccccc1N2N.C[N+](=O)[O-].C[N+](=O)[O-].C[N+](=O)[O-].C[N+](=O)[O-].C[N+](=O)[O-].C[N+](=O)[O-].C[N+](=O)[O-]", "e_tot_ev": -88802.890, "species": ["C", "C", "C", "Cl", "C", "C", "C", "C", "C", "C", "S", "C", "C", "C", "C", "C", "C", "N", "N", "H", "H", "H", "H", "H", "H", "H", "H", "H", "H", "H", "H", "H", "H", "H", "C", "N", "O", "O", "H", "H", "H", "C", "N", "O", "O", "H", "H", "H", "C", "N", "O", "O", "H", "H", "H", "C", "N", "O", "O", "H", "H", "H", "C", "N", "O", "O", "H", "H", "H", "C", "N", "O", "O", "H", "H", "H", "C", "N", "O", "O", "H", "H", "H"], "xyz": [[-5.763, 0.016, -3.220], [-5.380, -1.541, -3.287], [-3.880, -1.859, -3.775], [-3.055, -0.477, -4.672], [-2.985, -2.470, -2.582], [-2.671, -4.002, -2.604], [-1.850, -4.730, -1.479], [-1.314, -3.848, -0.321], [-1.589, -2.298, -0.240], [-2.431, -1.663, -1.378], [-2.779, 0.147, -1.266], [-1.370, 0.784, -0.255], [-0.877, 2.247, -0.347], [0.308, 2.799, 0.524], [1.021, 1.811, 1.480], [0.515, 0.351, 1.556], [-0.678, -0.210, 0.710], [-1.041, -1.617, 0.951], [-1.852, -1.753, 2.095], [-4.904, 0.717, -2.960], [-6.529, 0.123, -2.357], [-6.336, 0.353, -4.163], [-5.499, -2.058, -2.259], [-6.149, -2.031, -3.991], [-3.967, -2.718, -4.545], [-3.106, -4.579, -3.491], [-1.707, -5.854, -1.576], [-0.718, -4.340, 0.535], [-1.407, 2.978, -1.037], [0.646, 3.890, 0.465], [1.903, 2.188, 2.114], [1.034, -0.354, 2.290], [-2.661, -1.105, 1.976], [-2.179, -2.728, 2.098], [4.762, -0.898, 1.258], [4.507, 0.053, 2.372], [5.362, 0.892, 2.602], [3.454, -0.077, 2.977], [5.728, -0.665, 0.814], [4.762, -1.903, 1.678], [3.962, -0.772, 0.530], [-0.124, 6.751, -1.190], [1.025, 6.772, -0.248], [1.764, 7.740, -0.287], [1.144, 5.812, 0.499], [-0.104, 7.661, -1.788], [-0.014, 5.871, -1.823], [-1.036, 6.700, -0.595], [4.653, 8.766, -2.582], [4.050, 8.274, -3.848], [2.832, 8.279, -3.930], [4.821, 7.900, -4.716], [3.853, 9.063, -1.905], [5.234, 7.949, -2.156], [5.286, 9.617, -2.827], [-8.901, -4.967, -4.755], [-8.015, -3.824, -4.412], [-8.105, -2.818, -5.098], [-7.261, -3.976, -3.464], [-9.513, -4.691, -5.612], [-8.262, -5.817, -4.994], [-9.524, -5.173, -3.886], [0.688, -3.737, -3.752], [1.995, -3.966, -4.422], [2.093, -4.947, -5.142], [2.877, -3.152, -4.203], [-0.003, -4.529, -4.033], [0.861, -3.742, -2.676], [0.321, -2.768, -4.087], [3.831, 1.354, 5.495], [4.121, 1.255, 6.950], [4.119, 2.289, 7.595], [4.341, 0.138, 7.393], [3.657, 2.399, 5.243], [4.697, 0.969, 4.961], [2.944, 0.756, 5.295], [4.944, -2.474, 9.362], [5.538, -3.616, 10.105], [4.771, -4.458, 10.546], [6.752, -3.628, 10.218], [3.862, -2.594, 9.340], [5.220, -1.561, 9.888], [5.354, -2.488, 8.353]]}

***

{"formula": "C3BrN", "method": "ωB97M-V/def2-TZVPD", "orbital_gap_ev": [6.1742, 6.0328], "relative_energy_kcal_mol": 28.1, "e_tot_ev": -74632.113, "species": ["C", "C", "C", "N", "Br"], "xyz": [[-1.412, -0.639, 0.147], [1.676, -1.190, -0.049], [-0.683, 0.454, 0.090], [0.030, 1.398, 0.013], [2.321, 0.370, -0.128]]}

***

{"formula": "C5H16N2O", "method": "ωB97M-V/def2-TZVPD", "orbital_gap_ev": 9.2779, "relative_energy_kcal_mol": 18.2, "smiles": "CCNC[C@H](C)N.O", "e_tot_ev": -10471.735, "species": ["N", "C", "C", "C", "N", "C", "C", "H", "H", "H", "H", "H", "H", "H", "H", "H", "H", "H", "H", "H", "H", "H", "H", "O"], "xyz": [[1.746, -1.035, 2.129], [0.578, -0.894, 1.258], [-0.594, -0.341, 2.050], [0.918, 0.027, 0.060], [-0.010, 0.275, -1.015], [-0.520, -0.893, -1.727], [-1.418, -1.902, -0.986], [2.341, -0.221, 2.129], [2.315, -1.833, 1.889], [0.394, -1.880, 0.863], [-1.009, -1.020, 2.796], [-1.371, 0.052, 1.391], [-0.229, 0.543, 2.594], [1.183, 0.987, 0.506], [1.864, -0.312, -0.364], [-0.800, 0.824, -0.692], [0.359, -1.377, -2.135], [-1.073, -0.499, -2.568], [-0.869, -2.803, -0.706], [-1.883, -1.487, -0.106], [-2.223, -2.190, -1.659], [-0.016, 4.549, -1.903], [0.014, 6.036, -1.568], [0.303, 5.394, -2.236]]}

***

{"formula": "C28H36F6N9O4S4V", "method": "ωB97M-V/def2-TZVPD", "orbital_gap_ev": [6.4010, 6.1232], "relative_energy_kcal_mol": 10.7, "charge": 1, "e_tot_ev": -136547.780, "multiplicity": 4, "species": ["V", "C", "C", "N", "N", "C", "S", "N", "N", "H", "H", "H", "H", "H", "H", "C", "C", "C", "C", "C", "C", "C", "C", "N", "C", "C", "C", "C", "N", "C", "C", "C", "C", "C", "C", "C", "C", "H", "H", "H", "H", "H", "H", "H", "H", "H", "H", "H", "H", "H", "H", "H", "H", "H", "H", "H", "H", "H", "H", "H", "H", "F", "C", "F", "F", "S", "O", "O", "N", "S", "O", "O", "C", "F", "F", "F", "S", "C", "N", "C", "C", "N", "H", "H", "H", "H", "H", "H"], "xyz": [[8.900, 11.473, 12.680], [7.141, 7.886, 15.810], [6.953, 9.339, 15.673], [6.474, 10.098, 16.590], [6.555, 11.361, 16.158], [7.192, 11.414, 15.009], [7.708, 12.805, 14.240], [7.379, 10.137, 14.623], [7.851, 9.748, 13.268], [6.353, 7.484, 16.442], [8.073, 7.669, 16.350], [7.211, 7.399, 14.827], [6.270, 12.102, 16.835], [7.058, 9.810, 12.661], [8.048, 8.707, 13.151], [10.551, 13.549, 15.653], [10.615, 12.170, 16.228], [10.636, 12.033, 17.638], [10.643, 10.759, 18.228], [10.973, 9.619, 17.423], [10.990, 9.724, 16.013], [11.390, 8.553, 15.167], [10.720, 11.010, 15.464], [10.579, 11.147, 14.066], [11.618, 11.592, 13.350], [13.064, 11.700, 13.854], [11.432, 11.781, 11.931], [12.564, 12.294, 11.131], [10.377, 11.184, 11.329], [10.335, 10.880, 9.985], [10.554, 9.511, 9.512], [11.015, 8.389, 10.392], [10.387, 9.281, 8.156], [9.711, 10.202, 7.338], [9.598, 11.526, 7.779], [10.075, 11.929, 9.043], [10.357, 13.394, 9.307], [9.622, 13.830, 15.124], [11.303, 13.772, 14.887], [10.640, 14.263, 16.497], [10.666, 12.943, 18.280], [10.439, 10.620, 19.279], [11.197, 8.656, 17.914], [11.300, 7.664, 15.773], [12.467, 8.636, 14.871], [10.734, 8.503, 14.269], [13.145, 11.461, 14.906], [13.425, 12.730, 13.677], [13.702, 11.054, 13.274], [12.871, 13.257, 11.492], [12.223, 12.410, 10.090], [13.416, 11.616, 11.195], [11.258, 8.747, 11.386], [11.870, 7.792, 9.948], [10.195, 7.681, 10.604], [10.752, 8.337, 7.739], [9.382, 9.871, 6.375], [9.222, 12.244, 7.088], [9.551, 13.954, 8.861], [11.330, 13.678, 8.862], [10.456, 13.641, 10.336], [4.996, 9.504, 9.408], [4.936, 10.871, 9.338], [3.688, 11.282, 9.091], [5.711, 11.346, 8.322], [5.730, 11.503, 10.918], [7.074, 10.931, 10.635], [5.076, 11.045, 12.124], [5.693, 13.094, 10.779], [7.009, 13.979, 10.451], [7.139, 14.276, 9.066], [8.159, 13.649, 11.236], [6.392, 15.493, 11.355], [6.428, 15.293, 12.696], [5.125, 15.768, 10.943], [7.218, 16.507, 11.126], [8.532, 6.377, 11.383], [7.606, 6.576, 9.955], [7.574, 7.691, 9.149], [6.656, 7.572, 8.012], [6.260, 6.097, 8.048], [6.771, 5.653, 9.358], [7.817, 8.627, 9.440], [7.202, 7.782, 7.072], [5.780, 8.257, 8.139], [6.710, 5.480, 7.281], [5.170, 5.959, 7.992], [6.712, 4.702, 9.738]]}